(a)
{
  "formula": "C3H9N3O2",
  "method": "wB97M-V/def2-TZVPD",
  "smiles": "[H]/N=C(\\C)O.C#[N+][O-].N",
  "total_charge": 0,
  "homo_energy_ev": -9.40,
  "symbols": ["O", "O", "N", "N", "N", "C", "C", "C", "H", "H", "H", "H", "H", "H", "H", "H", "H"],
  "coordinates": [[-0.91171, 2.22489, -1.16802], [-1.16572, -0.75686, -1.15208], [-1.11880, 2.73966, -0.09990], [0.10695, -0.40572, 0.64376], [2.60950, 1.05577, -0.21419], [-0.57441, -1.21754, -0.08538], [-1.09324, 3.22185, 0.95020], [-0.78501, -2.71939, 0.06269], [-1.10494, 0.29275, -1.33039], [-1.35585, 3.75918, 1.76374], [3.32894, 0.53580, -0.79457], [-1.10787, -3.07991, -0.87985], [1.83138, 1.18225, -0.68538], [2.22737, 0.30510, 0.45742], [0.17045, -3.30436, 0.22680], [0.42913, -0.81438, 1.56774], [-1.48617, -3.01909, 0.73739]]
}


(b)
{
  "formula": "C3H9N3O2",
  "method": "wB97M-V/def2-TZVPD",
  "total_charge": 0,
  "homo_energy_ev": -8.80,
  "symbols": ["O", "O", "N", "N", "N", "C", "C", "C", "H", "H", "H", "H", "H", "H", "H", "H", "H"],
  "coordinates": [[-1.69429, -0.55456, -0.08878], [-0.09852, -2.13107, -1.36138], [1.54525, -1.52447, 1.40289], [-2.00405, 0.85110, -0.20755], [0.00058, 0.14419, -1.81057], [1.42809, 0.89076, 1.12969], [-0.29284, -0.97690, -1.12776], [0.92262, -0.51055, 0.96844], [2.24426, 0.92394, 1.85290], [-2.95630, 0.86537, -0.57029], [-0.53324, 0.96167, -1.49184], [-2.06757, 1.17734, 0.75721], [1.77624, 1.26776, 0.16537], [-0.27231, -0.55395, 0.61630], [0.27811, 0.01794, -2.77408], [0.61791, 1.54413, 1.46369], [1.10607, -2.39269, 1.07577]]
}


Sorted by energy, starting with the most stable: (b), (a).


(a)
{
  "formula": "C5H12O2",
  "method": "wB97M-V/def2-TZVPD",
  "smiles": "C=CC(=C)C.O.O",
  "total_charge": 0,
  "homo_energy_ev": -8.89,
  "symbols": ["O", "O", "C", "C", "C", "C", "C", "H", "H", "H", "H", "H", "H", "H", "H", "H", "H", "H", "H"],
  "coordinates": [[-3.26053, -1.77998, 1.26179], [1.06306, 2.55653, 1.00995], [-0.33511, 0.83020, -1.06332], [1.18541, -0.15775, 0.51095], [2.50269, 0.05403, 0.45068], [-0.11077, -1.57559, -1.25439], [0.36418, -0.30022, -0.72380], [-0.98262, 0.94064, -1.76020], [0.84123, 3.36237, 1.63783], [-4.06355, -1.98814, 0.79828], [2.97688, 0.60654, 1.21640], [-0.29069, 1.90980, -0.76930], [0.41258, 2.57662, 0.30745], [-1.05215, -1.85123, -0.67416], [0.62717, 0.07401, 1.42323], [-2.97918, -0.97186, 1.22624], [0.39362, -2.42929, -1.09520], [3.23854, -0.41876, -0.20170], [-0.53079, -1.43793, -2.30073]]
}


(b)
{
  "formula": "C5H12O2",
  "method": "wB97M-V/def2-TZVPD",
  "total_charge": 0,
  "homo_energy_ev": [-9.22, -9.01],
  "symbols": ["O", "O", "C", "C", "C", "C", "C", "H", "H", "H", "H", "H", "H", "H", "H", "H", "H", "H", "H"],
  "coordinates": [[-1.81788, 2.50916, 0.37762], [-0.34187, 0.09481, 1.10372], [-0.80263, 0.33918, -0.12828], [1.48871, -0.87000, 0.21485], [-2.07312, -0.43931, -0.50285], [2.76905, -1.56228, 0.47415], [-0.86970, 1.85036, -0.44575], [2.79356, -2.56511, 0.04528], [0.02205, -0.04749, -0.87528], [0.62465, -1.50341, 0.11066], [-1.95867, -1.48894, -0.22929], [0.13354, 2.27632, -0.30602], [-1.18069, 2.01889, -1.47864], [-1.61613, 2.25083, 1.28682], [1.52937, 0.20492, 0.17935], [-2.28142, -0.36988, -1.57233], [-2.92170, -0.03146, 0.04679], [2.87150, -1.67946, 1.56463], [3.63138, -0.98713, 0.13458]]
}


(c)
{
  "formula": "C5H12O2",
  "method": "wB97M-V/def2-TZVPD",
  "smiles": "C=CCC.C=O.O",
  "total_charge": 0,
  "homo_energy_ev": -9.91,
  "symbols": ["O", "O", "C", "C", "C", "C", "C", "H", "H", "H", "H", "H", "H", "H", "H", "H", "H", "H", "H"],
  "coordinates": [[-2.82203, 0.76342, 0.79742], [-0.55954, 0.87975, 2.47989], [-0.43402, 0.42142, -1.89522], [1.73295, 0.01672, -0.67377], [1.92370, -0.66365, 0.68494], [0.47348, -0.40450, -1.37799], [-2.45444, -0.26768, 0.28164], [-0.07207, 1.61801, 2.09544], [-2.96220, -0.67509, -0.61140], [1.73739, 1.10828, -0.55807], [-1.45413, 0.97751, 2.10939], [-0.33090, 1.50228, -1.81657], [-1.30413, 0.05409, -2.43479], [1.88371, -1.75518, 0.58412], [2.90110, -0.40953, 1.10934], [1.14674, -0.35783, 1.39471], [2.58474, -0.22962, -1.32343], [0.32757, -1.48285, -1.47938], [-1.60572, -0.84865, 0.67907]]
}


Sorted by energy, starting with the most stable: (c), (a), (b).


(a)
{
  "formula": "C5H12O2",
  "method": "wB97M-V/def2-TZVPD",
  "smiles": "CCC=O.CCO",
  "total_charge": 0,
  "homo_energy_ev": -9.67,
  "symbols": ["O", "O", "C", "C", "C", "C", "C", "H", "H", "H", "H", "H", "H", "H", "H", "H", "H", "H", "H"],
  "coordinates": [[1.18419, 0.83296, -0.93678], [0.28288, -1.01756, 2.50795], [1.82713, -1.75252, 0.73103], [-1.13571, 1.15079, -0.47165], [0.06235, 0.42056, -1.00320], [-1.92700, 1.75200, -1.61014], [0.62501, -0.89324, 1.15977], [1.06553, -1.21196, 3.02058], [2.75364, -1.29457, 1.06903], [1.82534, -2.77562, 1.12444], [0.98271, 0.37062, 1.08253], [-0.18351, -0.48883, -1.60318], [1.89669, -1.83296, -0.35254], [-0.32476, -1.41490, 0.72041], [-2.24039, 0.94050, -2.26336], [-1.78694, 0.47606, 0.07384], [-0.82757, 1.97580, 0.15493], [-1.29261, 2.43988, -2.16449], [-2.78699, 2.32298, -1.23915]]
}


(b)
{
  "formula": "C5H12O2",
  "method": "wB97M-V/def2-TZVPD",
  "smiles": "C=CC(=C)C.O.O",
  "total_charge": 0,
  "homo_energy_ev": -9.15,
  "symbols": ["O", "O", "C", "C", "C", "C", "C", "H", "H", "H", "H", "H", "H", "H", "H", "H", "H", "H", "H"],
  "coordinates": [[-1.37260, -1.47074, -1.44980], [-2.33883, -2.21001, -4.35241], [-0.62378, 0.78949, 2.38013], [2.66896, 0.23703, 0.89703], [1.50429, -0.00525, 1.48676], [0.29934, 0.84180, 1.42300], [0.15970, 1.75566, 0.18764], [-0.44420, 2.60970, 0.46297], [-2.16431, -1.81678, -1.07943], [1.50170, -0.79200, 2.23178], [-0.84834, -1.20025, -0.70041], [3.49738, -0.46540, 0.97043], [1.17257, 2.05760, -0.08368], [-2.49668, -2.07785, -3.41453], [-1.47977, 1.43395, 2.53050], [-0.09604, 1.06928, -0.61755], [-1.42752, -1.95625, -4.40385], [3.02206, 1.05255, 0.27231], [-0.53394, 0.14745, 3.25909]]
}


(c)
{
  "formula": "C5H12O2",
  "method": "wB97M-V/def2-TZVPD",
  "smiles": "CCCCC=O.O",
  "total_charge": 0,
  "homo_energy_ev": -9.71,
  "symbols": ["O", "O", "C", "C", "C", "C", "C", "H", "H", "H", "H", "H", "H", "H", "H", "H", "H", "H", "H"],
  "coordinates": [[-1.97728, -0.17032, -0.69099], [-0.44861, -3.22940, 0.01502], [0.26670, 0.13840, 0.80362], [-0.27813, 1.52690, -1.23503], [-1.57168, 0.66154, -1.46839], [0.41451, 1.45500, 0.12537], [1.43360, -0.49622, 1.53338], [0.39644, 1.18253, -2.03109], [-0.09355, -0.64432, 0.14749], [1.81129, 0.14532, 2.35719], [1.49700, 1.60327, 0.01302], [0.07101, 2.31148, 0.71210], [-0.59863, 0.09576, 1.48267], [2.30579, -0.63922, 0.89046], [-0.62510, 2.54146, -1.43907], [-0.45098, -2.31445, -0.34357], [1.12871, -1.37569, 2.09438], [-2.28449, 0.83293, -2.30208], [-0.99658, -3.62499, -0.66447]]
}


(d)
{
  "formula": "C5H12O2",
  "method": "wB97M-V/def2-TZVPD",
  "smiles": "C=CC(=C)C.O.O",
  "total_charge": 0,
  "homo_energy_ev": -8.87,
  "symbols": ["O", "O", "C", "C", "C", "C", "C", "H", "H", "H", "H", "H", "H", "H", "H", "H", "H", "H", "H"],
  "coordinates": [[-1.27707, 1.04584, -1.50560], [-3.20409, -0.49636, -0.00088], [0.67850, -0.16951, 0.63457], [0.01672, -1.30844, 0.30166], [0.09047, 0.78806, 1.58980], [2.50211, -0.39800, -1.10859], [1.90825, 0.14559, -0.00346], [-3.88707, 0.00614, 0.44979], [3.56898, -0.33128, -1.42407], [0.94285, 1.26393, 2.08384], [-1.31834, 0.72525, -2.48408], [2.06361, -1.19365, -1.73265], [-2.56957, 0.23773, -0.25877], [-0.51232, 0.22734, 2.34259], [-0.49594, 0.61765, -1.04759], [0.50563, -2.13019, -0.23058], [-0.98228, -1.60257, 0.72795], [-0.59700, 1.60495, 1.24910], [2.56655, 0.96752, 0.41700]]
}


Sorted by energy, starting with the most stable: (c), (b), (d), (a).


(a)
{
  "formula": "C5H12O2",
  "method": "wB97M-V/def2-TZVPD",
  "smiles": "CC/C=C/CO.O",
  "total_charge": 0,
  "homo_energy_ev": -9.29,
  "symbols": ["O", "O", "C", "C", "C", "C", "C", "H", "H", "H", "H", "H", "H", "H", "H", "H", "H", "H", "H"],
  "coordinates": [[-2.54226, 1.45976, -0.45553], [-2.72060, -2.54198, 2.22109], [1.79254, -0.07086, -0.72570], [-0.11493, 1.46238, -1.08197], [2.29895, -1.11554, 0.28370], [0.46026, 0.48599, -0.38259], [-1.38424, 2.22713, -0.74284], [3.26626, -1.50700, -0.02046], [-1.61307, 2.91326, -1.55147], [0.38518, 1.77363, -1.99441], [0.01479, 0.02231, 0.49243], [1.59325, -1.93627, 0.40435], [-2.59048, -2.78613, 3.14827], [2.40736, -0.64082, 1.25996], [-2.22127, 0.58465, -0.18342], [2.50875, 0.74797, -0.86738], [1.91277, -0.56597, -1.70272], [-1.09008, 2.76836, 0.17490], [-2.36320, -3.28088, 1.72381]]
}


(b)
{
  "formula": "C5H12O2",
  "method": "wB97M-V/def2-TZVPD",
  "smiles": "C=CCC=C.O.O",
  "total_charge": 0,
  "homo_energy_ev": -8.42,
  "symbols": ["O", "O", "C", "C", "C", "C", "C", "H", "H", "H", "H", "H", "H", "H", "H", "H", "H", "H", "H"],
  "coordinates": [[-0.46512, -1.58893, 2.58638], [3.68033, 0.01448, 2.96725], [-2.27331, 0.04530, -1.18906], [-0.89956, 0.01536, -1.81188], [-2.49534, -0.31166, 0.07722], [1.18352, 1.50540, -2.02076], [-0.14985, 1.35152, -1.80988], [-3.05824, 0.18742, -1.91995], [-0.05250, -1.25975, 3.38458], [0.00741, -2.39001, 2.35598], [-3.53454, -0.26411, 0.41219], [-0.74246, 2.15112, -1.35167], [1.66428, 1.04003, -2.87705], [-0.89490, -0.42298, -2.83124], [3.64666, -0.85260, 2.55867], [-1.72321, -0.74028, 0.69509], [-0.33231, -0.57631, -1.07892], [4.61799, 0.10539, 3.14861], [1.82114, 1.99061, -1.29556]]
}


(c)
{
  "formula": "C5H12O2",
  "method": "wB97M-V/def2-TZVPD",
  "smiles": "C=CCC=C.O.O",
  "total_charge": 0,
  "homo_energy_ev": -9.24,
  "symbols": ["O", "O", "C", "C", "C", "C", "C", "H", "H", "H", "H", "H", "H", "H", "H", "H", "H", "H", "H"],
  "coordinates": [[-2.61963, -3.32133, 2.61167], [-1.42834, 0.67314, 2.60232], [1.23181, 1.88864, -1.65552], [-0.17628, -0.61340, -0.75245], [2.04860, 2.24671, -0.68772], [0.82006, -0.62251, -1.63373], [1.32782, 0.58893, -2.37957], [2.85986, 1.57427, -0.45297], [-0.59486, -1.53819, -0.41987], [1.08563, -1.57025, -2.10493], [-2.49755, -4.23709, 2.31898], [-0.46764, 0.37056, -0.40600], [0.76526, 0.58458, -3.31933], [2.36930, 0.40752, -2.61902], [0.41013, 2.54788, -1.92373], [1.97148, 3.15708, -0.10733], [-1.77997, -3.07728, 3.01297], [-2.04523, 1.37896, 2.84628], [-1.03012, 0.40078, 3.43736]]
}


Sorted by energy, starting with the most stable: (a), (c), (b).


(a)
{
  "formula": "C8H13N3O",
  "method": "wB97M-V/def2-TZVPD",
  "smiles": "CC(C)C(=O)N[C@]1(C#N)CN1C",
  "total_charge": 0,
  "homo_energy_ev": -8.78,
  "symbols": ["O", "N", "N", "N", "C", "C", "C", "C", "C", "C", "C", "C", "H", "H", "H", "H", "H", "H", "H", "H", "H", "H", "H", "H", "H"],
  "coordinates": [[0.55566, -1.52003, -1.71828], [1.55527, 1.80034, -1.83824], [4.25117, -0.37580, -1.49391], [1.05198, 0.04176, -0.16459], [3.23350, 0.05789, -1.32055], [0.15309, -2.49161, 1.28893], [0.23156, 2.02661, -2.37725], [-1.80263, -0.87245, 0.75220], [1.99615, 0.65645, -1.04659], [2.12013, 2.48055, -0.77887], [0.36095, -1.03215, -0.64036], [-0.65215, -1.72926, 0.22481], [0.68344, 0.46915, 0.58696], [0.32121, 2.93363, -3.10551], [-2.49165, -1.31979, 1.46730], [-0.48049, 2.07977, -1.61456], [0.06565, 1.10090, -2.97579], [-0.30130, -3.46278, 1.32682], [-1.12334, -2.45891, -0.29620], [1.30657, -2.65075, 0.95760], [-2.56179, -0.52009, 0.00856], [1.69793, 2.95465, 0.11415], [3.16916, 2.71809, -0.83191], [0.06485, -2.08547, 2.37934], [-1.53683, 0.05622, 1.29291]]
}


(b)
{
  "formula": "C8H13N3O",
  "method": "wB97M-V/def2-TZVPD",
  "total_charge": 0,
  "homo_energy_ev": -7.54,
  "symbols": ["O", "N", "N", "N", "C", "C", "C", "C", "C", "C", "C", "C", "H", "H", "H", "H", "H", "H", "H", "H", "H", "H", "H", "H", "H"],
  "coordinates": [[-1.98085, -1.56569, 0.12602], [1.76091, -1.60754, -0.11888], [3.62107, -0.06985, -0.08794], [1.29783, 0.55150, 0.08997], [2.24876, -0.40580, -0.16916], [-1.79184, -0.19387, -0.00166], [0.11990, -0.10527, 0.17530], [-0.77022, -2.37238, 0.00265], [-2.06477, 0.36064, -1.40169], [-2.32976, 0.62024, 1.10015], [1.55780, 1.89257, 0.55112], [0.39863, -1.45420, -0.03888], [1.84026, 2.51015, -0.29879], [0.54248, 2.22874, 1.03929], [-1.47277, -0.18183, -2.11949], [2.48207, 2.03238, 1.31692], [-3.46699, 0.58898, 1.19525], [-1.72153, 0.44326, 1.97205], [3.93204, 0.69939, -0.81490], [-2.12454, 1.65804, 0.82460], [-0.74186, -3.15053, 0.90434], [-0.79286, -3.16692, -0.79354], [-3.07143, 0.29278, -1.66904], [4.20171, -0.90473, -0.34664], [-1.67402, 1.29993, -1.43706]]
}


Sorted by energy, starting with the most stable: (b), (a).


(a)
{
  "formula": "C4H5F3O",
  "method": "wB97M-V/def2-TZVPD",
  "total_charge": 0,
  "homo_energy_ev": [-9.27, -9.71],
  "symbols": ["F", "F", "F", "O", "C", "C", "C", "C", "H", "H", "H", "H", "H"],
  "coordinates": [[-0.22057, -1.79243, 1.26519], [1.19071, -2.61976, -0.05305], [-2.45234, 1.03592, -0.26920], [1.56846, -0.64413, 0.98489], [0.69714, -1.40311, 0.35892], [-1.22058, 1.16817, 0.24922], [-0.12431, 0.78507, -0.83666], [0.05326, -0.76441, -0.84446], [1.89445, -1.09143, 1.77361], [-0.25052, 0.94323, -1.94199], [0.80800, 1.43562, -0.60777], [-1.23691, 0.50074, 1.15269], [-0.93670, -1.35134, -1.00861]]
}


(b)
{
  "formula": "C4H5F3O",
  "method": "wB97M-V/def2-TZVPD",
  "smiles": "CC(F)=C(F)F.C=O",
  "total_charge": 0,
  "homo_energy_ev": -9.44,
  "symbols": ["F", "F", "F", "O", "C", "C", "C", "C", "H", "H", "H", "H", "H"],
  "coordinates": [[-0.16351, 2.65351, -0.33705], [0.83594, 0.95773, -1.12980], [-2.12305, 1.22081, 0.76592], [1.26720, -0.20358, 1.31753], [-1.23891, 0.59642, -0.03055], [-1.34934, -0.80356, -0.11650], [-0.26037, 1.34335, -0.46984], [2.02160, -0.55494, 0.45112], [1.71534, -1.20885, -0.37351], [-1.21673, -1.28498, 0.84845], [-0.49806, -1.19392, -0.69371], [-2.13319, -1.23336, -0.68948], [3.14307, -0.28864, 0.45744]]
}


(c)
{
  "formula": "C4H5F3O",
  "method": "wB97M-V/def2-TZVPD",
  "total_charge": 0,
  "homo_energy_ev": -9.19,
  "symbols": ["F", "F", "F", "O", "C", "C", "C", "C", "H", "H", "H", "H", "H"],
  "coordinates": [[0.12072, 0.95820, -2.98052], [-2.32800, 1.44064, -1.73493], [-1.27088, 1.46292, 0.14052], [-0.75364, -0.25866, -1.23053], [0.19036, 0.82894, -1.66034], [-1.13216, 1.15003, -1.17508], [0.76282, -0.20323, 1.44293], [1.12939, -1.48831, 1.43437], [1.89033, -1.96216, 0.81670], [0.57467, -2.12155, 2.09954], [-0.35827, -0.55418, -0.44450], [0.12100, 0.07056, 2.32738], [1.05365, 0.67678, 0.96447]]
}


Sorted by energy, starting with the most stable: (b), (a), (c).